[1]
{
  "formula": "C3H2FO2Yb",
  "method": "ωB97M-V/def2-TZVPD",
  "species": ["Yb", "F", "O", "O", "C", "C", "C", "H", "H"],
  "coordinates": [[2.796, 0.899, -0.161], [-2.202, -0.257, 0.217], [1.125, -0.348, 0.779], [0.558, 1.791, -0.665], [-0.956, -0.077, -0.230], [0.087, -0.948, 0.442], [-0.455, 1.339, -0.242], [-0.673, -0.637, -1.231], [-0.280, -1.761, 1.091]],
  "mulliken_spin": [0.475, 0.051, 0.350, 0.129, 0.255, 0.049, 0.625, 0.021, 0.045],
  "relative_energy_kj_mol": 358.80,
  "s2": 2.0130,
  "multiplicity": 3,
  "orbital_gap_ev": [7.43, 5.05],
  "homo_energy_ha": [-0.855, -0.924],
  "total_charge": 3,
  "lumo_ev": [-15.823, -20.085]
}

[2]
{
  "formula": "C5H8O3",
  "method": "ωB97M-V/def2-TZVPD",
  "species": ["O", "O", "O", "C", "C", "C", "C", "C", "H", "H", "H", "H", "H", "H", "H", "H"],
  "coordinates": [[0.706, 0.029, -1.240], [0.795, 0.006, 0.904], [-2.342, -0.904, -0.439], [-0.186, 0.062, -0.002], [2.072, -0.388, -0.853], [1.950, -0.666, 0.580], [-1.175, -1.057, 0.137], [-0.654, 1.465, 0.121], [-1.488, 1.659, -0.594], [3.029, -0.345, -1.457], [-0.504, -1.805, -0.524], [2.442, -1.053, 1.434], [-1.231, 1.943, 1.018], [0.119, 2.158, -0.364], [-2.544, 0.342, -0.162], [-0.989, -1.444, 1.440]],
  "nbo_charge": [-0.556, -0.529, -0.652, 0.481, 0.021, 0.023, -0.081, -0.688, 0.204, 0.239, 0.203, 0.220, 0.252, 0.273, 0.445, 0.144],
  "relative_energy_kj_mol": 691.95,
  "orbital_gap_ev": 8.46,
  "homo_energy_ha": -0.294,
  "lumo_ev": 0.470
}

[3]
{
  "formula": "C2H2ClN",
  "method": "ωB97M-V/def2-TZVPD",
  "species": ["Cl", "N", "C", "C", "H", "H"],
  "coordinates": [[-0.935, -1.451, -0.772], [1.978, -0.006, 0.927], [-0.431, 0.088, -0.130], [0.947, -0.051, 0.445], [-1.016, 0.639, 0.733], [-0.542, 0.780, -1.203]],
  "nbo_charge": [0.021, -0.285, -0.531, 0.245, 0.272, 0.278],
  "relative_energy_kj_mol": 60.54,
  "orbital_gap_ev": 11.87,
  "homo_energy_ha": -0.418,
  "lumo_ev": 0.510
}

[4]
{
  "formula": "C19H27N3O3S",
  "method": "ωB97M-V/def2-TZVPD",
  "species": ["S", "O", "O", "O", "N", "N", "N", "C", "C", "C", "C", "C", "C", "C", "C", "C", "C", "C", "C", "C", "C", "C", "C", "C", "C", "C", "H", "H", "H", "H", "H", "H", "H", "H", "H", "H", "H", "H", "H", "H", "H", "H", "H", "H", "H", "H", "H", "H", "H", "H", "H", "H", "H"],
  "coordinates": [[-4.496, 2.120, -0.214], [-2.327, 2.288, 1.761], [3.888, -1.561, 1.001], [-6.027, -2.373, 1.046], [1.540, 1.110, 0.388], [-2.950, 0.010, -0.023], [-5.201, -0.344, 0.462], [0.101, 2.081, -0.997], [-2.793, 2.645, -0.550], [3.818, 1.535, 1.233], [-1.280, -1.731, 0.075], [-3.693, -2.161, 0.608], [-1.895, 2.265, 0.627], [-5.055, -1.717, 0.740], [-4.162, 0.439, 0.104], [3.246, -0.674, 0.115], [0.242, 0.948, 2.528], [-0.533, 1.931, 0.267], [2.380, 1.511, -1.985], [0.404, 1.332, 1.103], [-2.705, -1.301, 0.243], [-1.010, -2.242, -1.346], [2.727, 0.503, 0.953], [4.437, -2.682, 0.357], [1.366, 1.581, -0.896], [-1.137, -1.137, -2.386], [-0.313, 2.533, -1.876], [2.434, 0.060, 1.910], [2.402, -1.180, -0.381], [4.902, -3.287, 1.132], [-1.058, -2.524, 0.791], [3.439, 2.309, 1.896], [4.167, 2.007, 0.319], [5.193, -2.388, -0.381], [3.354, 1.871, -1.663], [-2.147, -0.737, -2.391], [4.657, 1.039, 1.713], [-2.829, 3.730, -0.660], [2.043, 2.134, -2.810], [-0.638, -0.872, 0.273], [0.000, -2.658, -1.380], [3.661, -3.269, -0.149], [3.955, -0.341, -0.656], [-0.767, 1.204, 2.839], [-0.913, -1.520, -3.379], [0.393, -0.122, 2.675], [0.946, 1.486, 3.163], [-3.491, -3.199, 0.817], [-6.131, 0.047, 0.557], [-2.475, 2.177, -1.477], [2.494, 0.493, -2.357], [-0.452, -0.322, -2.160], [-1.710, -3.048, -1.577]],
  "nbo_charge": [0.298, -0.583, -0.540, -0.609, -0.336, -0.575, -0.592, -0.266, -0.617, -0.611, -0.439, -0.394, 0.602, 0.628, 0.334, -0.064, -0.678, -0.261, -0.643, 0.249, 0.282, -0.377, -0.061, -0.245, 0.139, -0.615, 0.219, 0.234, 0.173, 0.199, 0.216, 0.219, 0.204, 0.166, 0.213, 0.210, 0.226, 0.254, 0.234, 0.223, 0.196, 0.166, 0.169, 0.278, 0.206, 0.217, 0.222, 0.231, 0.427, 0.244, 0.215, 0.210, 0.202],
  "relative_energy_kj_mol": 125.72,
  "orbital_gap_ev": 8.74,
  "homo_energy_ha": -0.302,
  "lumo_ev": 0.524
}

[5]
{
  "formula": "C12H9F6N3O3",
  "method": "ωB97M-V/def2-TZVPD",
  "species": ["F", "F", "F", "F", "F", "F", "O", "O", "O", "N", "N", "N", "C", "C", "C", "C", "C", "C", "C", "C", "C", "C", "C", "C", "H", "H", "H", "H", "H", "H", "H", "H", "H"],
  "coordinates": [[5.597, -1.194, 0.005], [-4.699, -2.846, 2.152], [5.526, -2.878, -1.621], [-4.070, -1.257, 3.693], [0.925, 4.021, -2.133], [-0.123, 2.730, -3.772], [0.833, -2.556, 1.905], [-2.420, -1.184, -0.712], [1.714, -0.029, -1.714], [-0.864, -2.057, 0.511], [-0.358, -0.210, -0.944], [1.414, -1.227, 0.172], [-3.654, -2.121, 2.717], [-0.922, 0.728, -1.927], [0.489, -2.004, 0.863], [-2.298, -2.238, 2.486], [0.154, 2.969, -2.492], [-1.744, -3.015, 1.263], [4.904, -2.051, -0.795], [2.790, -1.343, 0.450], [-0.383, 2.127, -1.526], [3.550, -2.071, -0.614], [-1.190, -1.153, -0.469], [1.017, -0.437, -0.874], [-1.671, -1.457, 2.971], [3.062, -2.792, -1.278], [-2.052, 0.766, -1.910], [3.344, -0.402, 0.622], [-0.493, 0.443, -2.941], [3.012, -1.855, 1.433], [-1.245, -3.993, 1.487], [-2.626, -3.246, 0.603], [-0.104, 2.661, -0.592]],
  "nbo_charge": [-0.322, -0.313, -0.288, -0.315, -0.304, -0.304, -0.613, -0.643, -0.547, -0.443, -0.472, -0.476, 0.760, -0.246, 0.795, -0.370, 0.761, -0.234, 0.739, -0.272, -0.407, -0.355, 0.783, 0.816, 0.248, 0.224, 0.282, 0.240, 0.243, 0.277, 0.252, 0.260, 0.245],
  "orbital_gap_ev": 10.03,
  "homo_energy_ha": -0.354,
  "lumo_ev": 0.398
}

[6]
{
  "formula": "C36H72BaN3O6",
  "method": "ωB97M-V/def2-TZVPD",
  "species": ["Ba", "O", "O", "O", "O", "O", "O", "N", "N", "N", "C", "C", "C", "C", "C", "C", "C", "C", "C", "C", "C", "C", "C", "C", "C", "C", "C", "C", "C", "C", "C", "C", "C", "C", "C", "C", "C", "C", "C", "C", "C", "C", "C", "C", "C", "C", "H", "H", "H", "H", "H", "H", "H", "H", "H", "H", "H", "H", "H", "H", "H", "H", "H", "H", "H", "H", "H", "H", "H", "H", "H", "H", "H", "H", "H", "H", "H", "H", "H", "H", "H", "H", "H", "H", "H", "H", "H", "H", "H", "H", "H", "H", "H", "H", "H", "H", "H", "H", "H", "H", "H", "H", "H", "H", "H", "H", "H", "H", "H", "H", "H", "H", "H", "H", "H", "H", "H", "H"],
  "coordinates": [[0.192, 0.053, 0.140], [-1.294, 0.619, 2.185], [0.210, -2.532, 1.445], [-1.676, 1.635, -0.972], [2.821, -0.498, -0.971], [0.370, -1.241, -2.350], [2.033, 1.851, 1.382], [-0.318, -3.291, 0.290], [-1.745, 1.713, -2.477], [1.636, 2.257, 2.709], [1.577, 3.258, 5.424], [0.487, -4.533, -0.058], [1.392, 3.746, 2.867], [4.403, -0.891, 0.804], [-2.262, 2.331, -5.177], [2.693, 4.591, 2.670], [-1.237, 4.250, -2.834], [3.761, 1.631, 3.898], [2.251, 1.427, 3.808], [-3.122, 1.459, -3.007], [-0.040, -5.091, -1.422], [-1.926, 0.639, 3.283], [-2.452, -1.936, 0.184], [1.796, -1.367, -4.188], [-2.408, 1.939, 3.875], [0.916, 4.120, 4.309], [1.555, 1.781, 5.115], [3.942, -0.905, -0.637], [-2.412, -4.098, 1.485], [-1.801, -3.326, 0.248], [-2.979, 1.120, -4.487], [-0.864, 2.497, -4.654], [0.516, -1.541, -3.511], [0.514, -5.603, 1.059], [-3.696, 0.159, -2.532], [2.049, -0.115, 3.678], [-0.830, 2.750, -3.104], [0.601, 2.636, -2.672], [-2.308, -3.951, -1.098], [-2.125, -0.650, 4.044], [-1.571, -5.237, -1.498], [-0.630, -2.134, -4.298], [1.948, -4.208, -0.410], [-4.145, 2.539, -2.731], [0.185, 4.231, 1.967], [4.976, -1.344, -1.642], [-4.180, 2.666, -1.649], [4.187, 0.895, 4.580], [1.912, 1.194, 5.961], [-2.837, 3.247, -5.041], [4.922, -2.432, -1.623], [-1.862, -5.582, -2.491], [0.917, 1.619, -2.906], [-3.966, 0.943, -4.915], [2.490, -0.593, 2.804], [-3.467, 2.037, 4.110], [-0.828, 4.047, 2.326], [-2.916, -0.667, 4.794], [-3.004, -0.671, -2.677], [3.435, 4.044, 2.088], [-2.159, -3.217, -1.890], [4.023, 2.652, 4.178], [3.059, 4.911, 3.646], [-1.886, -3.994, 2.434], [-0.364, 4.901, -2.862], [-3.948, 0.110, -1.473], [-2.424, 0.211, -4.721], [-1.703, 4.302, -1.850], [-0.147, 4.120, 4.548], [2.377, -4.004, 0.571], [-1.961, 4.664, -3.535], [2.200, -2.358, -4.392], [1.277, 5.118, 4.559], [1.368, -6.256, 0.878], [4.339, -1.888, 1.240], [-2.262, -1.363, 1.092], [-2.106, -1.306, -0.636], [2.422, -0.698, 4.520], [5.992, -0.992, -1.462], [-4.630, -0.130, -3.013], [4.690, -1.110, -2.668], [0.225, 3.826, 0.956], [-2.250, 2.727, 3.138], [1.236, 3.323, -3.231], [-3.473, -3.895, 1.632], [-1.829, 2.328, 4.713], [0.494, 1.530, 5.121], [-1.193, -1.420, -4.900], [-0.171, 1.684, -4.868], [1.979, -3.262, -0.949], [0.994, -0.330, 3.507], [5.407, -0.468, 0.849], [-1.229, -0.821, 4.641], [-2.344, -5.176, 1.342], [-0.314, -6.309, 0.983], [-3.900, 3.531, -3.110], [0.528, -5.260, 2.093], [0.310, -4.465, -2.243], [2.577, 3.582, 5.709], [-3.524, -1.994, -0.004], [-3.313, -4.360, -1.002], [1.621, -0.860, -5.137], [0.908, 3.384, 6.276], [-0.143, -2.843, -4.969], [0.749, 2.799, -1.604], [0.338, 5.309, 1.925], [2.427, 5.454, 2.061], [-0.370, 3.312, -5.182], [2.442, -5.014, -0.953], [2.408, -0.764, -3.518], [-1.329, -2.665, -3.651], [3.778, -0.165, 1.325], [-2.130, 2.152, -6.244], [0.335, -6.105, -1.556], [-2.286, -1.420, 3.289], [4.189, 1.379, 2.928], [-5.143, 2.237, -3.048], [-1.941, -6.123, -0.982]],
  "mulliken_charge": [0.962, 0.094, -0.816, -0.922, -0.049, 1.022, -0.972, 1.213, 0.664, 1.021, -0.953, 1.534, 1.670, -0.461, -0.802, -1.884, -2.053, -1.858, 1.873, 1.789, -1.076, 0.647, 0.193, -1.416, -1.168, -1.429, -0.761, 0.491, -2.062, 2.327, -0.450, -1.090, 0.824, -2.011, -2.000, -1.246, 2.044, -1.400, -0.346, -0.817, -1.217, -1.066, -1.645, -1.768, -1.675, -1.584, 0.309, 0.426, 0.539, 0.351, 0.330, 0.494, -0.016, 0.525, -0.161, 0.441, 0.144, 0.433, 0.146, 0.220, -0.782, 0.381, 0.405, 0.310, 0.522, 0.281, -0.501, 0.333, 0.500, 0.485, 0.336, 0.469, 0.320, 0.527, 0.325, -1.217, -0.371, 0.452, 0.411, 0.566, 0.328, 0.091, 0.091, 0.512, 0.428, 0.267, -0.178, 0.081, 0.193, -0.042, -0.205, 0.485, 0.260, 0.367, 0.423, 0.241, 0.217, 0.218, 0.378, 0.691, 0.439, 0.435, 0.471, 0.458, -0.149, 0.598, 0.531, 0.389, 0.399, -0.179, -0.061, -0.491, 0.440, 0.418, -0.076, 0.264, 0.450, 0.512],
  "orbital_gap_ev": 5.07,
  "homo_energy_ha": -0.105,
  "total_charge": -1,
  "lumo_ev": 2.207
}

What did the fourth record say?
{
  "formula": "C19H27N3O3S",
  "method": "ωB97M-V/def2-TZVPD",
  "species": ["S", "O", "O", "O", "N", "N", "N", "C", "C", "C", "C", "C", "C", "C", "C", "C", "C", "C", "C", "C", "C", "C", "C", "C", "C", "C", "H", "H", "H", "H", "H", "H", "H", "H", "H", "H", "H", "H", "H", "H", "H", "H", "H", "H", "H", "H", "H", "H", "H", "H", "H", "H", "H"],
  "coordinates": [[-4.496, 2.120, -0.214], [-2.327, 2.288, 1.761], [3.888, -1.561, 1.001], [-6.027, -2.373, 1.046], [1.540, 1.110, 0.388], [-2.950, 0.010, -0.023], [-5.201, -0.344, 0.462], [0.101, 2.081, -0.997], [-2.793, 2.645, -0.550], [3.818, 1.535, 1.233], [-1.280, -1.731, 0.075], [-3.693, -2.161, 0.608], [-1.895, 2.265, 0.627], [-5.055, -1.717, 0.740], [-4.162, 0.439, 0.104], [3.246, -0.674, 0.115], [0.242, 0.948, 2.528], [-0.533, 1.931, 0.267], [2.380, 1.511, -1.985], [0.404, 1.332, 1.103], [-2.705, -1.301, 0.243], [-1.010, -2.242, -1.346], [2.727, 0.503, 0.953], [4.437, -2.682, 0.357], [1.366, 1.581, -0.896], [-1.137, -1.137, -2.386], [-0.313, 2.533, -1.876], [2.434, 0.060, 1.910], [2.402, -1.180, -0.381], [4.902, -3.287, 1.132], [-1.058, -2.524, 0.791], [3.439, 2.309, 1.896], [4.167, 2.007, 0.319], [5.193, -2.388, -0.381], [3.354, 1.871, -1.663], [-2.147, -0.737, -2.391], [4.657, 1.039, 1.713], [-2.829, 3.730, -0.660], [2.043, 2.134, -2.810], [-0.638, -0.872, 0.273], [0.000, -2.658, -1.380], [3.661, -3.269, -0.149], [3.955, -0.341, -0.656], [-0.767, 1.204, 2.839], [-0.913, -1.520, -3.379], [0.393, -0.122, 2.675], [0.946, 1.486, 3.163], [-3.491, -3.199, 0.817], [-6.131, 0.047, 0.557], [-2.475, 2.177, -1.477], [2.494, 0.493, -2.357], [-0.452, -0.322, -2.160], [-1.710, -3.048, -1.577]],
  "nbo_charge": [0.298, -0.583, -0.540, -0.609, -0.336, -0.575, -0.592, -0.266, -0.617, -0.611, -0.439, -0.394, 0.602, 0.628, 0.334, -0.064, -0.678, -0.261, -0.643, 0.249, 0.282, -0.377, -0.061, -0.245, 0.139, -0.615, 0.219, 0.234, 0.173, 0.199, 0.216, 0.219, 0.204, 0.166, 0.213, 0.210, 0.226, 0.254, 0.234, 0.223, 0.196, 0.166, 0.169, 0.278, 0.206, 0.217, 0.222, 0.231, 0.427, 0.244, 0.215, 0.210, 0.202],
  "relative_energy_kj_mol": 125.72,
  "orbital_gap_ev": 8.74,
  "homo_energy_ha": -0.302,
  "lumo_ev": 0.524
}